Record 1
The following is a quantum chemistry calculation of 2 unconnected molecules or ions with the total composition C2H7S2, from the Open Molecules 2025 dataset.

As for the largest force on an atom: 1.5 eV/A. Its total charge is -1. Its HOMO energy is -2.1 eV. The value obtained for the lowest unoccupied orbital energy is 3.02 eV.

Each line ends with the Mulliken charge.
Element x y z (Å)
C: -1.213 1.566 0.947  -0.60
S: -2.874 1.032 0.357  -0.28
H: -0.817 2.312 0.261  0.24
H: -0.650 0.628 0.969  0.21
H: -1.285 1.953 1.955  0.28
H: -2.761 -0.231 -0.163  0.14
C: 2.483 -0.110 -0.533  -0.75
S: 2.267 -1.911 -0.579  -0.77
H: 3.436 0.301 -0.995  0.23
H: 2.463 0.405 0.430  0.18
H: 1.648 0.197 -1.152  0.11

---

Record 2
The following is a quantum chemistry calculation of a molecular structure, C12H14N2PSSr, from the Open Molecules 2025 dataset.

As for the largest force on an atom: 2.7 eV/A. Its total charge is -1. Its HOMO energy (spin up / spin down) is -0.4 / -0.4 eV. The value obtained for the lowest unoccupied orbital energy (spin up / spin down) is 2.22 / 2.20 eV.

Each line ends with the Mulliken charge.
Element x y z (Å)
C: 0.343 -1.632 -0.635  -0.06
C: 0.679 -1.864 -2.001  -0.93
C: -0.516 -2.149 -2.709  -0.25
C: -1.598 -2.166 -1.792  -1.01
C: -1.097 -1.820 -0.500  -0.42
Sr: -0.735 0.842 1.327  -0.17
P: 2.199 0.852 1.933  -0.14
H: 1.030 -1.469 0.199  0.47
H: 1.684 -1.809 -2.414  0.39
H: -0.588 -2.357 -3.772  0.41
H: -1.644 -1.834 0.452  0.33
H: -2.637 -2.401 -2.012  0.44
H: 3.084 1.947 1.641  0.07
H: 3.063 -0.186 1.441  0.08
H: 2.563 0.714 3.320  0.05
N: -2.754 1.211 -2.012  -0.29
C: -2.401 2.362 -1.390  0.04
N: -1.506 2.376 -0.386  -0.53
C: -1.299 3.702 0.092  -0.26
C: -0.486 4.006 1.194  0.95
C: -0.678 5.251 1.802  -1.14
C: -1.563 6.188 1.253  -0.21
C: -2.329 5.889 0.111  -0.47
C: -2.211 4.620 -0.447  0.73
S: -3.193 3.860 -1.717  -0.20
H: -3.287 1.315 -2.871  0.23
H: -2.158 0.387 -1.918  0.16
H: 0.323 3.311 1.494  -0.28
H: -0.116 5.501 2.705  0.35
H: -1.661 7.172 1.711  0.35
H: -3.010 6.609 -0.342  0.32

---

Record 3
The following is a quantum chemistry calculation of C10H17NOSi in the gas phase, from the Open Molecules 2025 dataset.

As for the largest force on an atom: 4.2 eV/A. Its total charge is 0. Its HOMO energy is -8.1 eV. The value obtained for the lowest unoccupied orbital energy is 0.82 eV.

Each line ends with the Mulliken charge.
Element x y z (Å)
C: 3.709 -1.282 1.365  -0.58
C: 3.155 -0.783 0.420  0.05
C: 0.134 0.375 -0.226  0.04
C: 1.033 1.369 -0.145  0.72
C: 1.597 -1.073 -1.169  0.02
C: 0.832 2.760 0.399  -1.30
C: 1.204 -1.069 -2.547  -1.40
C: -1.610 -0.013 2.327  -1.26
C: -1.916 -1.806 -0.162  -1.14
C: -2.733 1.273 -0.229  -1.19
N: 2.641 -0.274 -0.665  0.04
O: 2.310 1.061 -0.677  -0.35
Si: -1.508 -0.053 0.421  0.06
H: 4.146 -1.834 2.085  0.55
H: 1.634 -2.043 -0.722  0.46
H: 0.297 2.522 1.317  0.32
H: 0.039 3.103 -0.132  0.41
H: 1.748 3.316 0.441  0.32
H: 1.475 -2.021 -3.025  0.37
H: 1.827 -0.395 -3.131  0.39
H: 0.171 -0.897 -2.794  0.25
H: -0.694 -0.001 2.887  0.40
H: -2.326 0.766 2.735  0.31
H: -2.014 -0.947 2.618  0.44
H: -2.964 -1.966 -0.010  0.35
H: -1.687 -2.233 -1.067  0.43
H: -1.377 -2.504 0.593  0.26
H: -2.425 2.351 -0.025  0.29
H: -2.998 1.059 -1.183  0.41
H: -3.700 1.238 0.305  0.34

---

Record 4
The following is a quantum chemistry calculation of a molecular structure, FSr2, from the Open Molecules 2025 dataset.

As for the largest force on an atom: 2.6 eV/A. Its total charge is +3. Its HOMO energy is -25.2 eV. The value obtained for the lowest unoccupied orbital energy is -13.70 eV.

Each line ends with the Mulliken charge.
Element x y z (Å)
Sr: -1.479 1.531 -0.703  1.93
Sr: 1.703 -1.292 -0.126  1.93
F: -0.224 -0.239 0.829  -0.86

---

Record 5
The following is a quantum chemistry calculation of 2 unconnected molecules or ions with the total composition C3H3O2S2, from the Open Molecules 2025 dataset.

As for the largest force on an atom: 3.7 eV/A. Its total charge is -1. Its HOMO energy is -4.1 eV. The value obtained for the lowest unoccupied orbital energy is 3.26 eV.

Each line ends with the Mulliken charge.
Element x y z (Å)
C: 2.186 -0.710 0.118  -0.52
C: -1.262 1.379 -1.555  0.68
C: 1.577 -0.619 -0.984  -0.32
O: -2.356 1.804 -1.763  -0.57
O: -0.321 1.006 -2.256  -0.68
S: 2.022 -2.318 -0.676  -0.36
S: -0.930 0.728 0.372  -0.45
H: 2.643 -0.614 1.170  0.35
H: 0.976 -0.045 -1.617  0.82
H: -1.855 1.240 1.164  0.04

---

Record 6
The following is a quantum chemistry calculation of 2 unconnected molecules or ions with the total composition CH7N, from the Open Molecules 2025 dataset.

Its multiplicity is 2. As for the largest force on an atom: 6.4 eV/A. Its total charge is +1. Its HOMO energy (spin up / spin down) is -13.9 / -13.9 eV. The value obtained for the lowest unoccupied orbital energy (spin up / spin down) is -4.84 / -11.50 eV.

Each line ends with the Mulliken spin population.
Element x y z (Å)
C: -4.405 1.299 2.467  0.00
H: -4.652 1.922 1.536  0.00
H: -5.310 0.771 2.808  0.00
H: -4.074 2.084 3.102  0.00
H: -3.805 0.470 2.183  0.00
N: 5.383 -1.766 -3.134  1.01
H: 6.162 -1.435 -3.679  -0.01
H: 5.575 -2.425 -2.419  0.00
H: 5.125 -0.918 -2.863  0.00

---

Record 7
The following is a quantum chemistry calculation of 17 unconnected molecules or ions with the total composition H34O17, from the Open Molecules 2025 dataset.

As for the largest force on an atom: 4.2 eV/A. Its total charge is 0. Its HOMO energy is -10.3 eV. The value obtained for the lowest unoccupied orbital energy is 0.02 eV.

Each line ends with the Mulliken charge.
Element x y z (Å)
O: 3.399 -1.474 -1.370  -0.65
H: 4.022 -1.546 -0.628  0.33
H: 2.819 -0.728 -1.228  0.30
O: 1.391 -2.305 1.717  -0.76
H: 0.439 -2.399 1.722  0.42
H: 1.552 -1.817 0.910  0.24
O: 0.098 -2.276 -0.849  -0.48
H: 0.593 -3.094 -0.690  0.30
H: -0.089 -2.181 -1.753  0.22
O: -1.291 -1.951 1.818  -0.60
H: -2.059 -2.485 1.886  0.33
H: -1.476 -1.141 2.283  0.32
O: -0.263 3.196 2.864  -0.65
H: 0.560 2.780 2.760  0.32
H: -0.895 2.784 2.327  0.39
O: 0.892 0.351 2.378  -0.66
H: 0.783 -0.563 2.756  0.30
H: 0.015 0.737 2.565  0.16
O: -0.682 2.236 -2.531  -0.68
H: 0.143 1.781 -2.680  0.23
H: -0.332 3.097 -2.494  0.31
O: -1.733 0.707 2.832  -0.75
H: -2.436 0.718 2.230  0.23
H: -2.042 1.297 3.542  0.32
O: 0.515 -0.938 -3.229  -0.70
H: -0.290 -0.485 -3.533  0.30
H: 1.081 -1.052 -4.002  0.29
O: -2.012 -0.333 -2.362  -0.76
H: -2.449 -0.577 -1.576  0.30
H: -1.645 0.551 -2.134  0.39
O: -1.744 2.801 0.607  -0.74
H: -1.017 3.408 0.410  0.36
H: -1.608 2.041 0.104  0.16
O: -3.188 -0.606 0.346  -0.71
H: -3.927 -1.257 0.062  0.36
H: -2.436 -1.035 0.690  0.26
O: -0.287 0.506 -0.019  2.05
H: 0.014 -0.244 -0.504  -0.74
H: 0.175 0.507 0.832  -0.11
O: -2.315 -3.253 -0.451  -0.66
H: -1.591 -2.630 -0.430  0.37
H: -1.925 -4.087 -0.711  0.27
O: 1.809 2.703 0.047  -0.73
H: 2.251 1.910 0.354  0.44
H: 1.244 2.219 -0.529  0.09
O: 3.180 0.524 0.953  -0.70
H: 3.874 0.946 1.521  0.29
H: 2.503 0.099 1.563  0.37
O: 1.980 1.033 -2.505  -0.56
H: 1.669 0.189 -2.875  0.38
H: 2.730 1.336 -2.998  0.24

---

Record 8
The following is a quantum chemistry calculation of a molecular structure, C29H52AsN5O5PtSi3, from the Open Molecules 2025 dataset.

As for the largest force on an atom: 0.6 eV/A. Its total charge is +4. Its HOMO energy is -18.3 eV. The value obtained for the lowest unoccupied orbital energy is -11.14 eV.

Each line ends with the Mulliken charge.
Element x y z (Å)
Pt: -0.011 0.191 0.989  0.81
N: -5.873 8.460 3.798  -0.33
C: -5.644 6.970 3.645  -0.49
C: -4.209 6.673 3.198  -0.70
N: -3.902 5.255 3.105  -0.55
H: -6.839 8.663 4.069  0.37
H: -5.692 8.961 2.924  0.35
H: -5.265 8.863 4.514  0.35
H: -6.378 6.619 2.921  0.36
H: -5.865 6.524 4.614  0.36
H: -3.509 7.131 3.901  0.42
H: -4.028 7.134 2.223  0.40
H: -4.530 4.780 2.467  0.24
H: -3.975 4.802 4.008  0.25
C: 4.788 2.982 -0.301  -0.86
N: 4.391 1.998 -1.303  -0.02
N: 3.403 1.058 -1.065  0.74
C: 3.372 0.207 -2.140  0.45
O: 2.455 -0.714 -2.185  -0.33
C: 4.388 0.578 -3.008  -0.19
C: 5.007 1.691 -2.450  -0.05
C: 6.176 2.459 -2.949  -1.73
C: 2.367 1.329 -0.126  0.33
C: 1.461 2.334 -0.337  -0.15
C: 0.555 2.705 0.701  -1.15
C: 0.715 2.213 1.990  -0.85
C: 1.561 1.089 2.195  -0.39
C: 2.291 0.585 1.087  -1.08
H: 4.521 2.621 0.689  0.31
H: 4.314 3.944 -0.488  0.32
H: 5.868 3.098 -0.340  0.42
H: 4.658 0.106 -3.936  0.58
H: 6.487 2.072 -3.915  0.42
H: 7.019 2.370 -2.261  0.41
H: 5.935 3.517 -3.058  0.39
H: 1.437 2.864 -1.282  0.67
H: -0.167 3.489 0.518  0.56
H: 0.154 2.630 2.816  0.52
H: 1.726 0.688 3.185  0.71
H: 2.961 -0.252 1.233  0.61
C: 1.089 -5.252 1.216  -0.99
Si: 1.790 -3.596 1.634  0.53
C: 2.097 -3.267 3.441  -1.20
C: 3.138 -3.004 0.503  -0.78
As: -0.185 -2.120 1.433  0.22
Si: 2.353 -1.908 -3.498  0.50
C: 1.958 -0.956 -5.036  -1.18
C: 0.943 -2.968 -2.941  -0.44
C: 3.968 -2.821 -3.511  -1.13
Si: -2.020 -2.483 3.070  0.22
C: -1.935 -4.296 3.425  -1.06
C: -3.535 -1.962 2.138  -0.97
C: -1.532 -1.378 4.480  -0.97
H: 1.849 -6.005 1.450  0.43
H: 0.852 -5.347 0.155  0.31
H: 0.203 -5.496 1.802  0.31
H: 1.583 -3.993 4.072  0.38
H: 1.800 -2.267 3.770  0.30
H: 3.168 -3.360 3.642  0.45
H: 3.746 -3.869 0.224  0.52
H: 3.805 -2.301 1.004  0.47
H: 2.762 -2.553 -0.416  -0.14
H: 0.885 -0.771 -5.118  0.31
H: 2.259 -1.528 -5.916  0.40
H: 2.462 0.010 -5.092  0.38
H: 0.040 -2.384 -2.762  -0.22
H: 1.183 -3.552 -2.050  0.09
H: 0.710 -3.682 -3.736  0.58
H: 4.816 -2.233 -3.156  0.40
H: 4.203 -3.145 -4.527  0.46
H: 3.911 -3.718 -2.893  0.32
H: -2.012 -4.904 2.522  0.34
H: -2.797 -4.552 4.050  0.46
H: -1.040 -4.580 3.981  0.33
H: -3.917 -2.770 1.512  0.32
H: -3.397 -1.070 1.526  0.28
H: -4.312 -1.727 2.872  0.47
H: -0.816 -1.863 5.145  0.34
H: -2.423 -1.153 5.071  0.43
H: -1.116 -0.425 4.146  0.26
O: -1.083 -2.475 -0.170  -0.09
C: -1.685 -1.461 -0.709  0.62
O: -1.558 -0.289 -0.240  -0.82
C: -2.508 -1.685 -1.887  0.39
C: -3.055 -2.943 -2.167  -0.49
C: -3.812 -3.120 -3.310  -0.89
C: -3.998 -2.062 -4.195  -0.48
C: -3.426 -0.836 -3.903  -0.55
C: -2.698 -0.614 -2.758  -0.04
N: -3.581 0.292 -4.854  1.05
O: -2.986 1.316 -4.580  -0.60
O: -4.260 0.098 -5.829  -0.56
H: -2.895 -3.770 -1.487  0.49
H: -4.257 -4.081 -3.524  0.49
H: -4.573 -2.178 -5.104  0.58
H: -2.286 0.365 -2.566  0.73